Below is C32H68Br12Cl12O16P4 as an isolated structure, with properties calculated with ωB97M-V with the def2-TZVPD basis set.

As for the HOMO energy: -9.99 eV. The orbital gap comes out at 8.893 eV.

Geometry as XYZ:
```
144
Properties=species:S:1:pos:R:3:forces:R:3:mulliken_charge:R:1
C -4.6602 -2.0401 -3.7445 -0.66 0.27 -0.84 0.592
Br -5.3176 -1.5597 -5.6301 0.39 -0.37 1.61 -0.110
Br -5.1790 -3.8648 -3.3459 0.17 0.65 -0.04 -0.010
Br -5.3025 -0.7776 -2.3673 0.40 -0.46 -1.21 0.017
H -3.5747 -1.9681 -3.8116 -0.18 -0.01 0.21 -0.467
C 2.4525 -4.0735 -1.4789 0.88 -0.56 -0.64 0.279
Br 1.9570 -5.8495 -2.2171 0.49 1.03 0.49 -0.066
Br 3.1848 -2.9259 -2.9487 -0.45 -0.70 1.01 -0.015
Br 3.8012 -4.3001 -0.0179 -1.01 0.31 -1.04 -0.100
H 1.5412 -3.5963 -1.1186 0.33 -0.03 0.06 -0.139
C -0.9159 -5.0685 -4.5735 0.32 0.21 0.47 -0.162
Br -2.2051 -4.4081 -5.8807 0.33 -0.24 0.65 -0.051
Br -0.4329 -6.9276 -4.8693 -0.30 0.44 0.01 -0.042
Br -1.3880 -4.7413 -2.6841 -0.30 -0.27 -0.90 0.091
H -0.0046 -4.4831 -4.6960 -0.23 -0.22 -0.16 0.177
C -2.2452 1.6705 -7.3721 -0.05 0.30 0.03 -0.384
Br -0.6876 2.8686 -6.9734 -0.87 -1.10 -0.30 -0.043
Br -3.4331 1.5720 -5.8063 0.77 -0.27 -0.62 0.001
Br -1.8076 -0.0925 -8.2536 -0.29 1.62 1.01 -0.046
H -2.8553 2.2462 -8.0682 0.42 -0.38 -0.11 0.406
C 2.2534 0.4337 -0.6257 -0.31 -0.21 0.61 -0.541
C 1.1209 -0.5346 -0.1289 0.87 2.47 1.24 -0.284
O 0.7063 -1.3038 -1.1827 -2.57 -0.91 -3.17 0.561
P -0.3634 -0.6835 -2.2889 1.83 1.35 1.28 -0.725
O -1.4545 -1.5540 -2.6932 -0.57 -0.43 -0.18 -0.192
O -0.8216 0.7087 -1.5854 2.05 -2.92 0.17 -0.030
C -1.6117 1.6284 -2.2392 -1.27 1.23 -0.58 0.809
C -2.7473 1.9108 -1.3136 -1.00 0.72 0.59 -0.679
O 0.6163 -0.2279 -3.4527 -0.09 0.29 0.76 0.543
C 0.2513 -0.1677 -4.8451 0.65 0.25 0.32 1.562
C 0.4498 -1.5240 -5.4188 -0.67 -0.72 -0.93 -0.131
H 1.9263 1.2617 -1.2546 -0.64 -0.11 0.05 -0.115
H 2.7935 0.9070 0.1943 0.03 -0.19 0.18 0.545
H 2.9632 -0.0986 -1.2589 0.05 -0.36 0.23 -0.069
H 1.3982 -1.1504 0.7267 0.64 -0.45 -0.38 0.263
H 0.2343 -0.0408 0.2688 0.29 0.70 0.06 0.211
H -1.0175 2.5273 -2.4037 0.02 0.03 -0.24 0.074
H -2.0443 1.3060 -3.1863 0.43 -0.43 -0.21 -0.469
H -3.6104 2.3472 -1.8164 0.05 0.17 -0.21 0.213
H -3.1125 0.9976 -0.8437 0.17 0.00 -0.05 -0.018
H -2.4380 2.6160 -0.5422 -0.05 -0.14 0.19 0.044
H -0.7122 0.3252 -4.9749 -0.37 -0.55 0.06 -0.537
H 0.9577 0.5037 -5.3331 0.02 0.07 0.47 -0.746
H 0.0545 -1.5019 -6.4343 0.16 -0.20 -0.18 0.314
H 1.4975 -1.8228 -5.4545 -0.02 0.23 0.09 -0.005
H -0.1036 -2.3008 -4.8911 -0.12 0.19 0.17 -0.381
C 0.2080 -3.4705 7.7958 -0.61 -0.79 0.88 -1.009
C 1.5101 -4.1961 7.4836 -2.07 0.07 0.81 -0.330
O 1.4697 -4.4262 6.0688 0.47 -1.01 -1.22 -0.222
P 1.0516 -5.8314 5.3561 -0.54 -0.61 0.24 0.720
O 1.4519 -7.0771 6.0543 0.22 1.27 -0.76 -0.759
O -0.5770 -5.8220 5.2065 0.74 0.83 0.50 -0.226
C -1.2997 -7.0439 4.9773 0.94 -0.86 -1.36 -0.456
C -1.3529 -7.3611 3.4495 -1.07 -0.04 0.92 -0.823
O 1.5778 -5.6491 3.8416 0.20 0.19 1.58 -0.323
C 1.5384 -4.3637 3.1363 0.26 -1.00 0.52 0.073
C 0.1926 -4.2330 2.5027 -0.24 0.94 -0.74 -0.464
H 0.1336 -2.4684 7.3736 0.02 -0.19 -0.07 0.250
H -0.6306 -4.1083 7.5167 -0.07 0.21 -0.72 0.250
H 0.0255 -3.4464 8.8702 0.48 0.50 0.29 0.405
H 2.2940 -3.5622 7.8981 0.73 -0.21 -1.14 0.303
H 1.5218 -5.1387 8.0308 0.18 -0.13 -0.20 0.322
H -0.8025 -7.8734 5.4801 0.22 0.13 0.11 0.342
H -2.2981 -6.9981 5.4122 0.05 0.59 -0.15 0.377
H -1.9600 -6.6140 2.9383 0.32 0.29 -0.11 0.073
H -0.3997 -7.5249 2.9468 0.07 0.27 0.34 0.251
H -1.9445 -8.2694 3.3349 0.09 -0.28 0.05 0.454
H 1.8207 -3.5746 3.8332 -0.40 0.08 0.05 0.319
H 2.3506 -4.4128 2.4109 -0.22 -0.19 -0.07 -0.183
H 0.2222 -3.3313 1.8910 -0.20 0.33 -0.02 0.075
H -0.0466 -5.0173 1.7845 0.28 -0.32 0.25 0.222
H -0.6366 -4.1383 3.2038 0.20 -0.04 0.10 0.417
C 6.3780 1.7266 4.9504 0.70 0.10 0.48 -1.113
C 6.9609 0.3650 4.7008 0.84 -0.50 -0.48 -0.288
O 7.0435 0.1942 3.2711 1.20 -0.84 -1.94 -0.123
P 8.2030 -0.7059 2.5434 -0.94 -0.51 -0.25 0.703
O 8.8575 -1.7109 3.4214 -0.80 1.05 -1.16 -0.722
O 9.1941 0.3287 1.8392 -2.99 0.91 1.04 -0.256
C 10.4587 -0.0118 1.3903 1.64 0.36 0.21 -0.419
C 10.6654 0.4615 -0.0629 -0.76 -1.19 0.28 -0.848
O 7.4488 -1.2936 1.2054 0.53 0.19 1.55 -0.330
C 6.6296 -0.4199 0.4077 -0.94 0.05 -0.32 -0.124
C 6.3186 -1.1293 -0.9547 0.19 0.85 1.63 -0.760
H 6.4501 1.9662 6.0113 -0.73 -0.35 0.25 0.414
H 7.0438 2.5006 4.5687 -0.20 -0.08 -0.72 0.294
H 5.3726 1.7768 4.5324 0.08 0.33 0.24 0.254
H 7.9831 0.2407 5.0582 -0.12 0.17 0.51 0.350
H 6.3677 -0.4721 5.0689 -0.12 0.21 0.23 0.281
H 11.0653 0.5268 2.1184 0.89 -0.18 -0.40 0.275
H 10.5860 -1.0769 1.5837 0.44 -0.10 -0.57 0.402
H 11.4449 -0.1075 -0.5695 0.38 0.32 0.26 0.343
H 9.7659 0.1291 -0.5810 -0.21 0.20 -0.18 0.133
H 10.7600 1.5376 -0.2087 0.17 -0.14 0.28 0.292
H 5.7275 -0.2057 0.9807 -0.32 -0.33 -0.08 0.245
H 7.0853 0.5676 0.3358 0.45 -0.10 -0.49 0.407
H 5.8788 -2.0935 -0.6996 0.62 -0.31 -0.25 0.134
H 5.5275 -0.6482 -1.5297 0.19 0.50 0.08 0.167
H 7.2561 -1.1257 -1.5107 -0.26 -0.60 -0.23 0.289
C -9.3415 8.1231 1.3882 0.26 -0.48 0.49 -1.002
C -10.0154 7.2452 0.3217 0.00 0.25 1.79 -0.254
O -8.9926 6.7197 -0.4860 2.59 -1.93 -1.36 -0.359
P -8.0099 5.5239 0.1042 0.20 0.34 0.24 0.881
O -8.6500 4.6592 1.1188 0.61 0.85 -0.75 -0.727
O -7.4385 4.7410 -1.2008 -0.86 2.15 0.18 -0.324
C -6.8041 3.4655 -1.1304 0.01 -0.61 0.87 -0.093
C -7.8407 2.4039 -1.3657 -0.30 -0.51 -0.04 -1.153
O -6.6750 6.3155 0.6933 -1.95 -1.02 -0.99 -0.259
C -5.8265 6.9656 -0.2449 1.33 -0.12 -0.74 -0.015
C -4.6887 7.5865 0.5426 0.15 1.04 -0.19 -1.284
H -10.0035 8.7241 2.0116 -0.21 0.09 -0.37 0.388
H -8.7591 7.5308 2.0939 -0.16 -0.40 0.03 0.282
H -8.5664 8.7323 0.9233 -0.36 0.37 -0.25 0.257
H -10.5181 6.3561 0.7024 -0.45 0.43 0.52 0.306
H -10.7175 7.8671 -0.2336 0.28 -0.33 -0.59 0.292
H -6.0030 3.3607 -1.8621 -0.08 0.65 -0.21 0.238
H -6.3361 3.3895 -0.1489 -0.01 -0.28 0.12 0.342
H -8.1902 2.4187 -2.3980 -0.12 0.25 0.01 0.289
H -7.4553 1.3947 -1.2199 0.23 0.02 0.19 0.259
H -8.6800 2.5450 -0.6847 0.00 -0.02 -0.06 0.342
H -5.3824 6.2814 -0.9679 0.03 -0.81 0.34 0.196
H -6.3417 7.6031 -0.9634 -0.44 0.73 0.69 0.350
H -4.9942 8.4897 1.0708 -0.35 -0.35 0.59 0.316
H -4.2051 6.8588 1.1943 -0.33 0.05 0.16 0.288
H -3.8891 8.0117 -0.0640 -0.05 -0.41 -0.64 0.417
C -3.4094 -2.7594 0.1345 0.06 0.71 -1.08 0.818
Cl -5.1947 -2.7696 0.2967 0.93 0.05 0.77 -0.121
Cl -2.6416 -4.1764 0.7968 -0.16 -0.11 0.23 -0.086
Cl -2.5397 -1.2468 0.6633 -0.89 -0.83 0.14 -0.061
H -3.2424 -2.7703 -0.9426 0.06 -0.02 0.16 -0.660
C 2.3959 4.4951 -2.4823 0.34 -0.29 0.23 -0.280
Cl 4.0797 4.0585 -2.1777 0.24 -0.37 -0.22 -0.115
Cl 1.6262 4.6388 -0.8691 -0.23 -0.01 -0.93 -0.071
Cl 1.5914 3.2980 -3.5690 0.27 0.81 0.76 0.019
H 2.4905 5.4572 -2.9858 -0.73 -0.19 0.16 0.403
C 3.9292 0.5617 -6.3294 0.25 0.66 0.52 -0.182
Cl 4.0417 -1.1754 -6.4831 0.07 -0.05 -0.06 -0.099
Cl 4.0711 1.0513 -4.5904 -0.42 -0.26 -0.74 -0.057
Cl 2.4520 1.1829 -7.1304 0.75 -0.08 0.29 -0.088
H 4.7960 1.0459 -6.7794 -0.33 -0.30 -0.22 0.442
C -0.3709 2.9145 3.1201 -0.36 -0.12 0.79 -0.155
Cl -0.8909 3.8359 1.6992 0.39 -0.39 0.12 -0.085
Cl 0.9886 1.7876 2.8745 -0.35 0.61 -0.28 -0.064
Cl -1.7351 2.0159 3.8240 -0.01 -0.01 -0.28 -0.134
H -0.1193 3.6304 3.9026 0.35 -0.12 -0.41 0.405
```
Positions in Å, forces in eV/Å.